## w
Density functional theory data (the ωB97M-V functional and the def2-TZVPD basis) for the molecule C13H21NO4.

Geometry as ORCA input:
```
! wB97M-V def2-TZVPD RIJCOSX def2/J DEFGRID3
* xyz 0 1
C -5.22 -0.87 1.51
C -3.96 -0.08 1.18
C -4.03 0.53 -0.22
C -2.89 1.50 -0.53
C -1.49 0.91 -0.37
C -1.24 -0.28 -1.30
N 0.08 -0.83 -1.12
C 1.25 -0.24 -1.74
C 2.44 -0.91 -1.07
C 3.13 0.01 -0.06
O 2.62 0.99 0.40
O 4.33 -0.46 0.24
C 5.08 0.24 1.24
C 5.81 1.44 0.65
C 1.84 -2.05 -0.25
O 2.44 -2.92 0.32
C 0.33 -1.84 -0.26
O -0.49 -2.46 0.37
H -5.36 -1.68 0.79
H -6.10 -0.23 1.47
H -5.15 -1.31 2.50
H -3.10 -0.74 1.25
H -3.83 0.72 1.91
H -4.05 -0.27 -0.96
H -4.97 1.08 -0.32
H -3.01 1.87 -1.55
H -2.96 2.36 0.14
H -0.75 1.69 -0.58
H -1.33 0.58 0.66
H -1.94 -1.08 -1.08
H -1.35 0.02 -2.35
H 1.26 0.84 -1.56
H 1.23 -0.42 -2.82
H 3.20 -1.30 -1.75
H 5.78 -0.50 1.64
H 4.39 0.56 2.03
H 6.42 1.90 1.43
H 5.10 2.16 0.28
H 6.46 1.12 -0.16
*
```

As for the HOMO energy: -9.5 eV. Its structure (SMILES) is CCCCCCN1C[C@@H](C(=O)OCC)C(=O)C1=O. Its orbital gap is 9.6063 eV.

natural (NBO) population analysis, charges in e, atoms 1 to 6: -0.597, -0.403, -0.395, -0.389, -0.406, -0.225

---

## x
Density functional theory data (the ωB97M-V functional and the def2-TZVPD basis) for a structure of composition C13H21NO4.

Geometry as ORCA input:
```
! wB97M-V def2-TZVPD RIJCOSX def2/J DEFGRID3
* xyz 0 1
C -2.87 1.49 0.59
H -2.44 1.23 -0.53
O -2.19 2.60 1.03
C -0.95 2.80 1.23
C -0.12 1.88 0.80
C 1.22 2.03 1.27
C 1.59 3.23 1.87
C 0.97 4.26 1.96
C -0.39 4.11 1.77
H -1.21 4.80 1.97
H 1.41 5.12 2.57
H 2.98 3.41 1.94
O 2.18 1.12 0.80
C 1.96 -0.27 0.53
C 1.40 -1.07 1.48
O 0.28 -2.03 1.27
C 0.66 -3.22 0.43
C 0.86 -2.99 -0.98
N -0.20 -2.59 -1.58
H -0.71 -1.91 -0.68
C -0.18 -1.68 -2.82
C -1.60 -1.23 -2.97
O -2.14 -0.50 -2.10
H -2.54 -1.06 -1.30
H -1.97 -2.04 -3.55
H -1.48 -0.68 -4.10
H 0.00 -2.39 -3.63
H 0.63 -0.97 -2.67
H 1.07 -3.93 -1.41
H 1.71 -2.37 -1.24
H 0.18 -3.99 0.68
H 1.83 -3.46 0.80
H 0.86 -0.55 2.34
H 2.08 -1.59 2.02
H 2.77 -0.58 0.04
H 1.32 -0.22 -0.23
H -0.32 0.91 0.48
H -4.02 1.64 0.69
H -2.61 0.70 1.24
*
```

As for the HOMO energy: -7.8 eV. Its orbital gap is 8.3047 eV.

natural (NBO) population analysis, charges in e, atoms 1 to 6: -0.258, 0.198, -0.496, 0.354, -0.398, 0.335

---

Name the most stable of them. w.

---

## w
Density functional theory data (the ωB97M-V functional and the def2-TZVPD basis) for the molecule C9H19NO3.

Geometry as ORCA input:
```
! wB97M-V def2-TZVPD RIJCOSX def2/J DEFGRID3
* xyz 0 1
C -3.02 -0.36 0.93
C -2.50 -1.09 -0.25
C -1.51 -0.21 -1.07
N -0.21 -0.29 -0.44
C 0.69 -1.39 -0.96
C 1.79 -1.68 0.03
C 2.24 -0.38 0.89
O 1.48 -0.38 2.02
C 2.04 0.83 0.08
O 2.93 0.95 -1.10
C 0.58 0.98 -0.48
C 0.00 2.07 0.36
O -1.32 2.49 -0.11
H -3.73 0.56 0.61
H -2.15 0.00 1.52
H -3.68 -1.06 1.51
H -1.77 -2.00 0.04
H -3.35 -1.67 -0.96
H -1.86 0.76 -1.25
H -1.32 -0.65 -2.15
H 0.08 -2.33 -0.95
H 0.98 -1.20 -2.04
H 1.62 -2.58 0.70
H 2.76 -1.94 -0.48
H 3.25 -0.53 1.21
H 0.52 -0.34 1.65
H 2.31 1.70 0.74
H 3.80 0.74 -0.82
H 0.67 1.33 -1.58
H 0.54 3.01 0.34
H -0.05 1.70 1.35
H -1.78 2.98 0.66
*
```

As for the HOMO energy: -8.8 eV. Its structure (SMILES) is CCCN1CC[C@H](O)[C@@H](O)[C@@H]1CO. Its orbital gap is 9.5785 eV.

natural (NBO) population analysis, charges in e, atoms 1 to 6: -0.624, -0.393, -0.232, -0.487, -0.245, -0.446

---

## x
Density functional theory data (the ωB97M-V functional and the def2-TZVPD basis) for a cluster of 2 separate species, C9H19NO3 in total.

Geometry as ORCA input:
```
! wB97M-V def2-TZVPD RIJCOSX def2/J DEFGRID3
* xyz 0 1
C -2.81 -0.81 0.91
C -2.37 -1.57 -0.37
C -1.50 -0.57 -1.20
C 0.70 -1.43 -1.08
C 1.55 -1.69 0.16
C 1.72 -0.55 1.02
C 1.75 0.75 0.23
C 0.32 1.05 -0.59
C -0.30 2.06 0.38
H -2.90 0.26 1.06
H -2.07 -0.73 1.55
H -3.55 -1.48 1.24
H -2.14 -2.59 -0.08
H -2.99 -1.76 -1.23
H -2.16 0.40 -1.14
H -1.02 -0.79 -2.08
H 0.24 -2.33 -1.18
H 1.45 -1.30 -2.01
H 0.76 -2.33 0.69
H 2.56 -2.07 -0.09
H 2.62 -0.71 1.60
H -0.17 -0.36 1.24
H 2.20 1.51 0.83
H 3.61 0.20 -0.64
H 0.17 1.85 -1.56
H 0.43 2.91 0.33
H -0.62 1.64 1.39
H -1.63 4.25 -0.01
N -0.07 -0.27 -0.71
O 0.57 -0.55 1.95
O 2.61 0.73 -0.81
O -1.75 2.56 -0.11
*
```

As for the HOMO energy: -8.2 eV. Its orbital gap is 6.9962 eV.

natural (NBO) population analysis, charges in e, atoms 1 to 6: -0.645, -0.434, -0.224, -0.214, -0.444, 0.047

---

Name the most stable of them. w.

---

## w
Density functional theory data (the ωB97M-V functional and the def2-TZVPD basis) for a structure of composition C15H29N2O4P2V.

Geometry as ORCA input:
```
! wB97M-V def2-TZVPD RIJCOSX def2/J DEFGRID3
* xyz 1 2
C 0.99 -1.29 -4.04
C 1.05 -0.95 -2.66
N -0.14 -0.83 -1.96
C -1.32 -1.08 -2.56
C -1.39 -1.39 -3.92
C -0.22 -1.50 -4.66
C 2.26 -0.60 -2.00
P 2.25 -0.32 -0.23
V -0.04 -0.06 0.05
P -2.32 -0.02 -0.22
C -2.58 -1.02 -1.73
O 1.88 2.26 -2.99
O -0.75 2.61 -2.54
H 1.94 -1.35 -4.58
H -2.38 -1.51 -4.36
H -0.26 -1.74 -5.72
C 3.06 -1.73 0.56
C 3.36 1.09 0.05
H -3.41 -0.57 -2.30
H -2.90 -2.02 -1.40
H 2.22 1.35 -2.78
H 3.19 -0.70 -2.56
C -3.37 -0.79 1.02
C -3.10 1.56 -0.59
H 0.48 1.47 -0.56
H -0.79 3.52 -2.20
H 0.22 2.47 -2.76
H 2.21 2.43 -3.88
H -0.17 -1.47 0.42
H -0.42 1.46 -0.59
H 4.09 -1.80 0.19
H 3.05 -1.58 1.64
H 2.50 -2.64 0.32
H 4.38 0.80 -0.21
H 3.03 1.94 -0.56
H 3.30 1.36 1.11
H -4.16 1.38 -0.81
H -2.99 2.21 0.29
H -2.57 2.02 -1.43
H -4.40 -0.82 0.66
H -3.00 -1.80 1.24
H -3.32 -0.19 1.94
O -0.81 2.78 1.59
C -0.66 1.83 2.36
C -0.98 1.84 3.84
C -0.86 0.39 4.27
C -0.44 -0.36 3.02
O -0.35 -1.58 2.91
N -0.25 0.56 2.00
H -0.27 2.48 4.37
H -1.98 2.25 4.01
H -0.11 0.26 5.05
H -1.80 -0.01 4.66
*
```

As for the HOMO energy (spin up / spin down): -11.6 / -11.6 eV. Its orbital gap (spin up / spin down) is 8.0124 / 6.0882 eV. Its expectation value of S² is 0.788.

Löwdin population analysis, charges in e, atoms 1 to 6: 0.013, -0.309, 0.013, -0.274, 0.022, -0.013

---

## x
Density functional theory data (the ωB97M-V functional and the def2-TZVPD basis) for a structure of composition C15H29N2O4P2V.

Geometry as ORCA input:
```
! wB97M-V def2-TZVPD RIJCOSX def2/J DEFGRID3
* xyz 1 2
C 1.16 -1.44 -3.68
C 1.15 -0.98 -2.36
N -0.02 -0.86 -1.66
C -1.16 -1.29 -2.23
C -1.21 -1.65 -3.58
C -0.03 -1.75 -4.30
C 2.38 -0.41 -1.74
P 2.36 -0.25 0.09
V 0.13 -0.25 0.44
P -2.25 -0.39 0.17
C -2.44 -1.27 -1.45
O 2.31 2.04 -2.58
O -0.13 2.22 -2.05
H 2.12 -1.48 -4.18
H -2.17 -1.87 -4.02
H -0.05 -2.05 -5.34
C 3.08 -1.76 0.73
C 3.50 1.06 0.50
H -3.20 -0.68 -1.99
H -2.81 -2.29 -1.22
H 2.55 0.73 -2.07
H 3.34 -0.86 -2.08
C -3.37 -1.11 1.40
C -2.95 1.23 -0.16
H -0.05 1.54 -1.34
H -0.08 3.05 -1.55
H 1.36 2.16 -2.54
H 2.52 1.91 -3.51
H -1.06 -1.29 0.74
H -0.74 0.96 0.26
H 4.15 -1.79 0.49
H 2.94 -1.79 1.81
H 2.60 -2.65 0.31
H 4.53 0.70 0.40
H 3.33 1.93 -0.14
H 3.31 1.32 1.54
H -4.03 1.06 -0.30
H -2.71 1.88 0.69
H -2.47 1.65 -1.06
H -4.37 -1.16 0.94
H -3.02 -2.12 1.71
H -3.36 -0.44 2.27
O -0.84 2.57 1.98
C -0.55 1.66 2.75
C -0.64 1.66 4.27
C -0.45 0.19 4.69
C -0.14 -0.55 3.41
O 0.06 -1.75 3.29
N -0.11 0.39 2.39
H 0.16 2.30 4.67
H -1.61 2.08 4.60
H 0.36 0.09 5.44
H -1.36 -0.21 5.16
*
```

As for the HOMO energy (spin up / spin down): -11.3 / -11.0 eV. Its orbital gap (spin up / spin down) is 7.7744 / 7.6636 eV. Its expectation value of S² is 0.766.

natural (NBO) population analysis, charges in e, atoms 1 to 6: -0.252, 0.290, -0.557, 0.274, -0.246, -0.099

---

Name the most stable of them. x.

---

## w
Density functional theory data (the ωB97M-V functional and the def2-TZVPD basis) for a cluster of 2 separate species, CH4NO2PS in total.

Geometry as ORCA input:
```
! wB97M-V def2-TZVPD RIJCOSX def2/J DEFGRID3
* xyz 0 1
C -0.25 -0.54 2.49
N -0.89 -0.14 -1.62
O 0.25 -1.48 2.99
O 1.35 -0.06 -1.23
P 0.08 0.56 -0.43
S -0.02 2.44 -0.30
H -0.81 0.23 2.88
H -0.27 -0.30 -2.44
H -1.71 -0.74 -1.37
H 2.27 0.03 -0.97
*
```

As for the HOMO energy (spin up / spin down): -8.2 / -8.3 eV. Its orbital gap (spin up / spin down) is 8.1529 / 7.0587 eV.

natural (NBO) population analysis, charges in e, atoms 1 to 6: 0.375, -1.208, -0.444, -1.023, 1.310, -0.503

---

## x
Density functional theory data (the ωB97M-V functional and the def2-TZVPD basis) for the molecule CH4NO2PS.

Geometry as ORCA input:
```
! wB97M-V def2-TZVPD RIJCOSX def2/J DEFGRID3
* xyz 0 1
O -1.53 -0.29 -1.51
P -1.05 0.53 -0.06
O -1.58 -0.58 0.96
N 0.61 0.14 -0.15
C 1.48 0.74 0.62
S 2.78 -0.03 1.17
H -1.37 0.05 -2.41
H -1.38 -1.45 0.59
H 0.67 -0.97 -0.09
H 1.38 1.86 0.87
*
```

As for the HOMO energy: -8.7 eV. Its structure (SMILES) is OP(O)NC=S. Its orbital gap is 9.0949 eV.

natural (NBO) population analysis, charges in e, atoms 1 to 6: -1.036, 1.495, -0.968, -0.915, -0.111, -0.095

---

Name the most stable of them. x.

---

## w
Density functional theory data (the ωB97M-V functional and the def2-TZVPD basis) for a cluster of 2 separate species, FH3N2O2S in total.

Geometry as ORCA input:
```
! wB97M-V def2-TZVPD RIJCOSX def2/J DEFGRID3
* xyz 0 1
N 1.57 -0.04 1.18
N 0.65 0.20 1.93
O 0.10 0.99 -1.69
O -1.63 -0.56 -0.77
F -1.70 -0.17 -3.17
S -0.48 -0.29 -1.86
H -1.92 0.17 -0.13
H 2.50 -0.32 1.48
H 0.92 0.02 3.03
*
```

As for the HOMO energy: -9.6 eV. Its orbital gap is 10.1148 eV.

natural (NBO) population analysis, charges in e, atoms 1 to 6: -0.299, -0.259, -0.865, -0.906, -0.567, 1.803

---

## x
Density functional theory data (the ωB97M-V functional and the def2-TZVPD basis) for the molecule FH3N2O2S.

Geometry as ORCA input:
```
! wB97M-V def2-TZVPD RIJCOSX def2/J DEFGRID3
* xyz 0 1
N 0.25 -0.15 -1.02
S -0.94 -0.70 -0.02
O -1.15 -2.09 -0.23
O -0.49 -0.37 1.43
N -2.24 0.18 -0.28
F -1.86 1.53 -0.03
H -0.10 0.80 -1.43
H 1.23 -0.09 -0.74
H -1.22 0.16 1.64
*
```

As for the HOMO energy: -10.1 eV. Its structure (SMILES) is N[S@@](=O)(O)=NF. Its orbital gap is 10.4891 eV.

natural (NBO) population analysis, charges in e, atoms 1 to 6: -1.083, 2.290, -0.861, -0.847, -0.553, -0.305

---

Name the most stable of them. w.